ORCA calculation (ωB97M-V/def2-TZVPD) on C24H35N5O4Sr as an isolated structure in a non-equilibrium geometry.

Output
**Energy above the lowest of the compared OMol25 structures with the same formula, charge and spin**: 115.7 kJ/mol
**HOMO energy**: -0.3048 Eh
**Total energy**: -41935.2690 eV
**F_max**: 2.9 eV/A
**Gap between HOMO and LUMO**: 7.455 eV

```
69
Properties=species:S:1:pos:R:3:forces:R:3
Sr 0.5865 0.8204 -0.4175 2.287 -0.808 1.366
C 3.3194 -3.6008 -4.4267 0.032 0.020 0.050
C 3.2601 -4.2110 -3.1775 -0.070 -0.040 -0.055
C 3.1476 -3.4469 -2.0337 -0.053 0.270 0.232
C 3.1290 -2.0510 -2.1286 0.336 -0.577 -0.668
C 3.2131 -1.4438 -3.3794 0.262 0.031 0.247
C 3.2907 -2.2177 -4.5248 0.039 -0.102 -0.129
N 3.1139 -1.1819 -1.0196 -0.452 0.636 0.420
N 3.2763 -1.7213 0.0801 0.259 -0.896 -0.814
C 3.2656 -0.8763 1.1873 0.171 0.727 1.230
C 4.1937 -1.1642 2.1893 -0.074 -0.026 -0.235
C 4.1960 -0.3910 3.3333 -0.119 0.138 0.010
C 3.2577 0.6252 3.4519 0.081 -0.125 -0.051
C 2.3758 0.8384 2.4038 0.067 0.060 0.245
N 2.3774 0.1116 1.2870 0.617 -0.417 0.163
H 3.4083 -4.2104 -5.3163 -0.028 0.027 -0.024
H 3.3085 -5.2895 -3.1020 -0.056 0.001 0.010
H 3.0881 -3.9006 -1.0549 0.010 -0.055 0.005
H 3.2701 -0.3631 -3.4286 -0.082 0.049 0.027
H 3.3475 -1.7437 -5.4957 0.022 0.025 0.011
H 4.9082 -1.9610 2.0390 -0.087 -0.087 0.010
H 4.9085 -0.5854 4.1240 0.006 0.005 -0.001
H 3.2010 1.2373 4.3405 0.001 0.028 -0.016
H 1.6252 1.6160 2.4486 0.008 0.018 0.051
N 0.3030 -0.6523 -3.0415 -0.191 0.171 0.003
C -0.6709 0.0897 -3.8583 -0.094 -0.044 -0.113
C -0.2395 1.5572 -3.9565 0.148 -0.151 0.341
C 0.2119 1.9436 -2.5477 -0.364 1.024 -2.087
O -0.6656 2.2423 -1.7100 -0.717 0.702 -0.538
O 1.4294 1.7870 -2.2759 0.789 0.833 -1.336
H 1.2337 -0.3344 -3.2859 -0.117 -0.148 -0.009
H 0.2463 -1.6463 -3.2210 0.029 -0.030 0.019
H -1.6455 0.0299 -3.3690 0.000 0.018 -0.023
H -0.7689 -0.3270 -4.8676 -0.053 0.009 0.034
H -1.0687 2.1766 -4.2911 -0.002 0.010 -0.004
H 0.6084 1.6531 -4.6358 -0.035 0.034 -0.042
O 0.0444 2.3702 1.3483 -0.180 0.443 0.486
C -1.1538 2.6834 1.4950 -0.082 0.423 0.323
C -1.5265 3.9861 2.1774 -0.043 -0.090 -0.073
C -2.3870 3.8229 3.4548 -0.012 -0.157 0.015
C -3.0916 2.4735 3.6219 -0.161 0.158 -0.082
C -4.1316 2.1840 2.5402 0.190 -0.079 0.010
C -3.5324 2.2671 1.1219 -0.134 0.108 0.263
N -2.1369 1.8996 1.0800 0.194 -0.248 -0.240
H -2.0531 4.5973 1.4404 0.006 0.015 0.001
H -0.5966 4.4965 2.4162 0.010 0.014 -0.086
H -3.1388 4.6155 3.4802 0.036 0.033 0.046
H -1.7463 3.9644 4.3270 0.007 0.073 -0.023
H -3.5886 2.4652 4.5947 0.043 -0.045 0.016
H -2.3519 1.6700 3.6336 0.004 -0.005 0.047
H -4.9525 2.9012 2.6194 -0.051 -0.046 -0.013
H -4.5472 1.1884 2.7129 -0.027 0.012 -0.018
H -3.6521 3.2826 0.7374 0.015 -0.037 -0.065
H -4.0704 1.6043 0.4460 0.019 0.038 -0.052
H -1.8124 0.9552 0.7319 -0.220 0.111 0.121
C -0.7489 -2.7469 0.2063 -0.026 0.236 0.003
C -1.6140 -1.5459 0.6216 -0.306 -0.331 0.210
C -1.9704 -1.6979 2.1124 0.042 0.019 -0.218
C -2.9181 -1.5551 -0.1971 0.225 0.030 0.079
O -0.9124 -0.3722 0.4085 -2.045 -1.901 0.931
H -1.2719 -3.6951 0.3462 0.022 -0.032 -0.016
H 0.1617 -2.7528 0.8111 0.029 -0.039 -0.030
H -0.4682 -2.6398 -0.8444 0.009 -0.054 -0.019
H -2.5604 -2.6020 2.2816 0.001 0.004 0.085
H -2.5493 -0.8332 2.4464 -0.010 0.000 0.017
H -1.0559 -1.7513 2.7063 -0.006 0.012 0.025
H -3.4068 -2.5307 -0.1533 -0.075 0.025 -0.013
H -2.6952 -1.3108 -1.2377 -0.008 -0.028 -0.016
H -3.6071 -0.8019 0.1940 -0.036 0.004 -0.039
```
Forces are in eV/Å.

---

ORCA calculation (ωB97M-V/def2-TZVPD) on C42H54MnN4O2S3Si3 as an isolated structure.

Output
**Energy above the lowest of the compared OMol25 structures with the same formula, charge and spin**: 110.0 kJ/mol
**Net charge**: -1
**HOMO energy (alpha / beta)**: -0.1586 / -0.1582 Eh
**<S²>**: 6.22
**Total energy**: -141948.4226 eV
**F_max**: 0.6 eV/A
**Multiplicity**: 5
**Gap between HOMO and LUMO (alpha / beta)**: 6.381 / 6.367 eV

```
109
Properties=species:S:1:pos:R:3:forces:R:3
Mn 0.3136 0.8724 -0.3899 0.361 -0.492 -0.052
C 3.7752 -0.2071 -0.0433 -0.002 -0.023 -0.033
Si 2.7394 0.9024 -1.1813 -0.006 0.285 0.161
C 3.1750 0.5096 -2.9844 -0.028 -0.051 0.039
C 3.5643 2.6055 -0.9023 0.065 -0.043 -0.098
C 4.9162 2.8675 -1.1555 0.037 0.001 -0.007
C 5.4679 4.1140 -0.9056 -0.027 0.010 0.009
C 4.6684 5.1357 -0.3981 -0.011 -0.033 -0.007
C 3.3282 4.8907 -0.1446 0.031 0.015 -0.020
C 2.7669 3.6317 -0.3912 -0.074 0.143 0.029
Si 0.9493 3.2157 -0.0637 0.153 -0.093 -0.077
C 0.7075 3.7744 1.7408 -0.053 0.025 0.008
C -0.0501 4.3564 -1.1994 -0.012 0.050 0.078
H 4.8131 -0.2292 -0.3970 -0.015 0.015 0.008
H 3.4032 -1.2296 -0.0064 -0.012 0.038 0.005
H 3.7804 0.2041 0.9707 -0.014 0.009 -0.014
H 4.2523 0.6427 -3.1309 -0.020 -0.007 -0.006
H 2.6624 1.1900 -3.6708 0.001 -0.012 0.023
H 2.9092 -0.5157 -3.2393 -0.009 0.003 -0.013
H 5.5536 2.0810 -1.5514 -0.012 0.010 0.006
H 6.5185 4.2964 -1.1034 -0.004 -0.002 -0.003
H 5.0936 6.1140 -0.2040 -0.003 -0.001 -0.002
H 2.7112 5.6965 0.2455 0.006 -0.014 0.006
H 1.0583 4.8067 1.8431 0.000 -0.020 0.014
H 1.3201 3.1613 2.4095 0.003 0.005 -0.024
H -0.3265 3.7318 2.0875 0.023 -0.020 -0.021
H 0.2028 5.3990 -0.9782 -0.003 -0.009 -0.030
H -1.1294 4.2363 -1.0856 0.016 -0.002 -0.007
H 0.2041 4.1701 -2.2456 0.007 -0.014 0.018
C -1.5323 1.7291 0.3249 -0.162 -0.189 -0.093
Si -3.0537 1.4086 -0.6705 0.076 0.004 0.065
C -3.6236 -0.3222 -0.1750 0.002 0.126 0.052
N -2.4839 -1.1759 -0.5344 -0.166 -0.133 -0.081
C -2.1322 -2.1424 0.4946 0.024 0.125 -0.013
C -3.1672 -3.2564 0.6899 0.038 -0.042 -0.011
C -3.7561 -3.6866 -0.6668 0.019 -0.011 0.020
C -2.8075 -3.3124 -1.8014 -0.011 0.023 -0.007
C -2.6299 -1.7955 -1.8697 0.010 -0.007 0.055
C -2.7864 1.4368 -2.5401 0.012 -0.029 -0.016
C -1.5059 1.4084 -3.0930 -0.068 0.035 0.027
C -1.2947 1.3079 -4.4614 -0.004 -0.015 0.001
C -2.3817 1.2386 -5.3191 -0.005 0.004 0.000
C -3.6699 1.2660 -4.7989 0.001 0.000 0.001
C -3.8643 1.3614 -3.4287 -0.001 -0.065 0.009
C -4.4361 2.6411 -0.2467 0.015 0.027 -0.001
C -5.0017 3.5574 -1.1347 0.033 0.040 0.004
C -5.9882 4.4498 -0.7296 -0.004 -0.010 0.006
C -6.4333 4.4475 0.5837 0.013 -0.010 0.004
C -5.8795 3.5526 1.4909 0.006 0.008 -0.020
C -4.8948 2.6684 1.0758 -0.036 -0.035 -0.001
H -1.6950 1.1807 1.2690 -0.013 0.035 0.021
H -1.5459 2.7891 0.5831 0.036 -0.005 0.024
H -4.5871 -0.6854 -0.5609 0.021 0.038 -0.054
H -3.7225 -0.2941 0.9174 -0.010 -0.051 -0.008
H -1.9752 -1.5889 1.4261 0.012 -0.023 0.029
H -1.1628 -2.5578 0.2235 -0.048 0.020 0.010
H -3.9659 -2.9289 1.3608 -0.007 0.012 -0.005
H -2.6744 -4.1033 1.1774 -0.011 0.005 0.004
H -4.7146 -3.1840 -0.8329 0.004 0.011 0.003
H -3.9615 -4.7589 -0.6689 -0.009 -0.001 -0.005
H -3.1892 -3.6641 -2.7626 0.009 -0.018 -0.004
H -1.8345 -3.7908 -1.6567 -0.003 -0.008 0.015
H -3.5061 -1.3518 -2.3504 -0.008 -0.019 -0.006
H -1.7650 -1.5607 -2.4901 0.017 0.024 -0.008
H -0.6374 1.4698 -2.4431 0.035 0.081 -0.056
H -0.2839 1.2743 -4.8492 -0.008 0.003 0.000
H -2.2286 1.1583 -6.3883 0.005 -0.005 0.003
H -4.5237 1.2028 -5.4631 0.001 0.003 -0.001
H -4.8790 1.3550 -3.0421 0.007 0.010 0.000
H -4.6566 3.5915 -2.1619 -0.008 -0.016 0.005
H -6.4074 5.1496 -1.4429 0.008 0.005 0.007
H -7.2002 5.1431 0.9022 -0.002 -0.005 -0.002
H -6.2126 3.5488 2.5221 -0.002 0.000 -0.005
H -4.4648 1.9852 1.8032 -0.003 0.013 -0.013
S 2.0799 -6.5573 1.4888 0.002 0.013 -0.035
C 2.0853 -5.2015 0.5141 -0.012 0.059 0.068
S 0.6472 -4.3342 0.0932 0.028 -0.126 -0.051
C 1.5764 -3.1146 -0.7620 0.082 0.113 0.022
N 2.8436 -3.3755 -0.7530 -0.020 -0.114 0.035
N 3.1188 -4.5377 -0.0469 -0.034 -0.017 -0.082
C 4.5020 -4.8705 0.0394 0.004 0.041 0.033
C 4.9334 -6.1894 -0.0010 -0.009 0.026 -0.022
C 6.2925 -6.4609 0.0634 -0.008 -0.002 -0.001
C 7.2158 -5.4308 0.1609 0.012 -0.010 0.004
C 6.7734 -4.1153 0.1862 -0.012 0.018 0.002
C 5.4196 -3.8283 0.1239 -0.021 -0.027 0.019
S 0.8476 -1.7845 -1.5705 -0.273 0.201 -0.013
H 4.2118 -6.9874 -0.0772 0.008 -0.003 0.005
H 6.6271 -7.4903 0.0317 0.002 0.003 0.001
H 8.2750 -5.6510 0.2117 -0.010 0.001 -0.002
H 7.4850 -3.3021 0.2546 -0.002 -0.001 -0.001
H 5.0598 -2.8088 0.1271 0.025 -0.012 0.011
O 1.5314 -2.1028 2.1175 0.056 0.039 0.020
C 1.0365 -1.0877 2.5028 0.043 -0.017 0.006
O 0.7382 -0.0445 1.7043 0.022 0.128 0.075
C 0.6404 -0.8331 3.9543 -0.029 -0.003 -0.013
N 0.0798 0.5217 4.1131 0.026 0.006 0.019
C -1.2839 0.3999 4.6624 0.004 -0.005 -0.028
C -1.3093 -0.9630 5.3500 -0.001 0.009 -0.013
C -0.4692 -1.8082 4.3948 -0.018 0.015 0.005
H 1.5366 -0.9678 4.5618 0.018 -0.009 -0.015
H 0.3868 0.6466 2.3278 -0.094 -0.028 -0.021
H 0.6654 1.0965 4.7007 -0.010 -0.006 0.022
H -2.0052 0.4244 3.8402 0.002 -0.005 0.002
H -1.5030 1.2399 5.3199 0.000 -0.002 0.003
H -2.3169 -1.3537 5.4916 0.002 0.002 -0.013
H -0.8257 -0.8964 6.3284 -0.005 -0.007 0.004
H -1.0686 -2.1013 3.5299 0.008 -0.015 -0.004
H -0.0591 -2.7163 4.8294 -0.001 0.005 0.016
```
Forces are in eV/Å.

---

ORCA calculation (ωB97M-V/def2-TZVPD) on C45H36N4O13W as an isolated structure in a non-equilibrium geometry.

Output
**Energy above the lowest of the compared OMol25 structures with the same formula, charge and spin**: 253.7 kJ/mol
**Net charge**: -2
**HOMO energy (alpha / beta)**: -0.0400 / -0.1105 Eh
**<S²>**: 2.02
**Total energy**: -81659.3644 eV
**F_max**: 1.7 eV/A
**Multiplicity**: 3
**Gap between HOMO and LUMO (alpha / beta)**: 4.886 / 6.804 eV

```
99
Properties=species:S:1:pos:R:3:forces:R:3
W -1.4996 -0.6172 -0.3971 1.180 0.665 -0.055
O -1.0749 -5.5654 3.4195 -0.035 0.000 -0.126
C -1.2942 -4.4840 2.6213 0.040 0.424 0.312
C -1.2847 -3.1895 3.1373 -0.032 -0.458 0.035
C -1.4783 -2.1421 2.2773 -0.198 0.427 -0.196
N -1.7225 -2.2890 0.9701 0.319 -1.450 0.615
C -1.6865 -3.5409 0.4750 0.081 0.529 0.894
C -1.4835 -4.6551 1.2673 -0.165 -0.257 -0.464
C -1.7633 -3.5508 -0.9998 -0.244 0.393 -0.929
O -1.7580 -4.5675 -1.6667 0.039 -0.323 0.169
O -1.8343 -2.3421 -1.4562 -0.142 -0.971 -0.224
C -1.3532 -0.7036 2.6955 -0.184 0.343 0.045
O -1.1917 -0.4079 3.8719 0.016 -0.142 0.088
O -1.4192 0.0891 1.6995 0.007 -0.248 -0.346
H -0.8983 -5.2343 4.3058 0.029 -0.052 0.068
H -1.0810 -2.9846 4.1816 0.008 0.123 -0.024
H -1.4556 -5.6279 0.7955 0.009 0.009 0.004
C 3.8027 3.4732 0.2865 -0.207 -0.159 -0.093
C 3.4650 2.1668 -0.4278 0.340 0.150 -0.073
C 4.6636 1.6729 -1.2370 -0.244 -0.033 0.060
O 3.0948 1.2038 0.5362 -0.029 -0.115 0.038
C 1.7565 0.7518 0.3220 -0.132 -0.028 -0.055
C 1.3150 1.4353 -0.9756 -0.140 -0.055 0.118
O 2.3681 2.3444 -1.2957 -0.078 0.069 0.090
C -0.0602 2.1623 -0.8802 0.336 -0.319 -0.066
O -0.9900 1.2380 -0.3989 0.187 1.665 0.042
C -0.4726 2.7058 -2.2553 -0.081 -0.071 -0.027
C -1.6447 3.4528 -2.3237 -0.018 -0.066 -0.055
C -2.1041 3.9457 -3.5326 -0.012 0.032 0.007
C -1.3854 3.7126 -4.6966 -0.017 0.023 -0.025
C -0.2121 2.9788 -4.6361 0.026 0.003 -0.068
C 0.2423 2.4771 -3.4238 0.020 0.022 0.018
C 0.0247 3.3387 0.0972 -0.123 -0.192 0.141
C 0.5837 4.5549 -0.2820 0.045 0.063 0.041
C 0.6721 5.6004 0.6259 0.066 0.053 -0.054
C 0.2069 5.4439 1.9241 -0.022 -0.031 0.081
C -0.3722 4.2400 2.3003 0.030 0.043 0.009
C -0.4732 3.1961 1.3906 0.049 -0.040 -0.085
C 1.6831 -0.7962 0.2537 0.129 0.258 0.201
O 0.3956 -1.1855 -0.0250 0.341 -0.444 -0.223
C 2.6485 -1.3453 -0.8071 -0.076 -0.071 0.018
C 4.0116 -1.4792 -0.5524 -0.044 -0.061 -0.028
C 4.8558 -2.0253 -1.5076 0.041 -0.015 0.058
C 4.3486 -2.4440 -2.7304 0.009 0.015 -0.051
C 2.9921 -2.3112 -2.9899 0.054 0.006 -0.035
C 2.1438 -1.7715 -2.0319 -0.010 0.040 0.028
C 2.0548 -1.4319 1.6065 -0.013 -0.001 -0.007
C 2.5094 -0.7362 2.7193 -0.036 0.002 -0.067
C 2.7978 -1.4091 3.9017 -0.001 -0.013 0.067
C 2.6447 -2.7832 3.9864 0.024 0.018 0.056
C 2.1809 -3.4857 2.8803 -0.010 -0.028 -0.085
C 1.8826 -2.8124 1.7084 0.050 -0.053 0.025
H 4.6798 3.3223 0.9178 0.016 0.034 -0.018
H 2.9596 3.7750 0.9039 -0.038 0.043 0.035
H 4.0033 4.2527 -0.4499 0.032 0.028 0.032
H 5.4914 1.4428 -0.5646 0.047 0.003 -0.036
H 4.9622 2.4487 -1.9433 0.046 0.003 0.009
H 4.3878 0.7732 -1.7847 0.031 0.036 -0.019
H 1.1207 1.0596 1.1565 0.020 0.054 0.022
H 1.2192 0.6904 -1.7656 0.011 0.014 -0.021
H -2.2164 3.6174 -1.4229 -0.087 -0.030 0.077
H -3.0346 4.4998 -3.5645 -0.001 -0.014 0.001
H -1.7456 4.0890 -5.6475 -0.002 -0.010 0.006
H 0.3478 2.7775 -5.5425 0.010 -0.001 0.016
H 1.1580 1.9016 -3.4039 -0.038 0.020 -0.027
H 0.9478 4.6835 -1.2937 -0.003 -0.010 0.012
H 1.1098 6.5448 0.3204 0.006 -0.019 -0.019
H 0.2909 6.2568 2.6371 -0.023 0.012 -0.020
H -0.7560 4.1057 3.3049 -0.001 0.010 -0.008
H -0.9505 2.2642 1.6648 0.008 -0.041 0.021
H 4.4066 -1.1518 0.4011 0.011 -0.024 0.009
H 5.9144 -2.1300 -1.2956 -0.005 0.014 0.005
H 5.0090 -2.8736 -3.4753 -0.008 -0.004 0.004
H 2.5863 -2.6373 -3.9401 -0.016 0.002 0.011
H 1.0811 -1.6825 -2.2192 0.001 -0.015 -0.007
H 2.6482 0.3349 2.6744 -0.011 0.011 -0.013
H 3.1368 -0.8462 4.7636 0.006 -0.010 -0.004
H 2.8836 -3.3058 4.9059 -0.018 0.013 0.008
H 2.0509 -4.5617 2.9297 -0.017 0.010 0.008
H 1.5053 -3.3525 0.8471 0.010 0.007 0.000
C -5.1178 -2.2442 2.8263 0.014 -0.010 -0.062
C -4.6786 -1.6564 1.5271 0.004 0.365 0.015
N -4.0471 -0.5432 1.4103 -0.293 -0.160 0.365
C -3.8163 -0.3358 -0.0012 0.715 -0.268 -0.046
C -4.5846 -1.3828 -0.6950 -0.336 0.197 0.262
N -4.9764 -2.2341 0.3280 0.158 -0.204 -0.312
C -5.2236 -1.6065 -1.9602 -0.079 0.063 -0.600
O -4.9974 -0.7961 -2.9899 -0.624 -0.370 0.337
O -6.0191 -2.5448 -2.0809 -0.028 -0.049 0.162
C -2.0372 -0.0657 -2.3361 0.113 0.249 -0.753
O -2.8147 0.3189 -3.2021 0.251 0.165 0.190
O -0.7885 -0.3028 -2.4147 -0.253 -0.211 0.527
H -4.3878 -2.0085 3.5986 0.004 -0.018 -0.001
H -5.2404 -3.3252 2.7461 0.035 -0.009 0.050
H -6.0750 -1.8049 3.1144 -0.017 -0.053 0.030
H -5.5698 -3.0194 0.1155 -0.063 0.007 0.061
H -4.1827 -0.2217 -2.8983 0.150 0.067 -0.154
N -4.1007 2.1622 -0.5637 0.234 0.083 -0.100
C -3.8907 1.0468 -0.3653 -1.151 0.342 0.079
```
Forces are in eV/Å.

---

ORCA calculation (ωB97M-V/def2-TZVPD) on a 2-piece molecular cluster, C4H8NS2 overall in a non-equilibrium geometry.

Output
**Energy above the lowest of the compared OMol25 structures with the same formula, charge and spin**: 300.0 kJ/mol
**Net charge**: +1
**HOMO energy (alpha / beta)**: -0.4622 / -0.4622 Eh
**Total energy**: -27427.9204 eV
**F_max**: 4.2 eV/A
**Gap between HOMO and LUMO (alpha / beta)**: 7.438 / 7.437 eV

```
15
Properties=species:S:1:pos:R:3:forces:R:3
C 0.9795 -0.3326 1.2328 -0.140 -1.697 2.151
C 1.3418 -0.9643 0.0385 0.064 3.809 -1.713
C 0.3594 0.8565 1.5064 1.336 0.572 -3.272
C -1.5727 0.4894 -0.1526 0.609 0.860 -0.854
N 1.4559 -0.3393 -1.1337 -0.023 -1.417 -0.116
S -2.6943 -0.7042 -0.3251 0.138 -0.662 0.402
S -1.3675 1.6112 -1.4173 -0.861 -0.109 0.794
H 1.1104 -1.0463 2.0261 -0.420 -0.154 0.564
H 1.5255 -1.9900 -0.0410 0.422 -1.432 0.384
H -0.0641 1.2257 2.4417 0.228 -0.419 -0.303
H 0.5676 1.5663 0.6622 -0.879 -0.016 1.334
H 1.2981 0.6299 -1.3518 -0.096 0.239 0.557
H 1.7104 -0.8866 -1.9539 -0.124 0.118 0.325
H -2.1838 -1.5056 0.6581 -0.523 0.290 -0.083
H -2.4664 1.3898 -2.1902 0.270 0.019 -0.168
```
Forces are in eV/Å.